Record 1
ORCA calculation (wB97M-V/def2-TZVPD) on C12H22HgN4O3S as an isolated structure.

```
! RIJCOSX wB97M-V def2-TZVPD def2/J DEFGRID3
* xyz 1 2
Hg 1.1793 -1.7212 -1.6231
N 2.8858 -0.5471 2.2360
C 2.0233 0.5598 1.6454
C 2.9261 1.6696 1.1435
C 2.0714 2.7340 0.4385
N 1.6190 2.1546 -0.8271
C 0.9464 3.2034 1.3713
C 0.1406 2.1264 2.1154
N -0.8310 1.4454 1.2580
C 1.0760 1.0674 2.7129
H 3.5190 -0.9259 1.5292
H 2.3099 -1.3116 2.5917
H 3.4507 -0.1893 3.0089
H 1.4897 0.0907 0.8153
H 3.6662 1.2863 0.4341
H 3.4650 2.1153 1.9883
H 2.7100 3.6068 0.2635
H 2.3967 2.1530 -1.4780
H 0.9234 2.7622 -1.2628
H 0.2668 3.8615 0.8226
H 1.4163 3.8289 2.1346
H -0.3591 2.6260 2.9530
H -1.3296 2.1373 0.7096
H -1.5365 0.9994 1.8350
H 0.4717 0.2548 3.1291
H 1.6564 1.5091 3.5312
N -2.8827 -2.2215 -2.7973
C -2.6855 -0.9313 -3.0557
C -3.2355 -0.2678 -4.1920
C -2.9612 1.0513 -4.4018
C -2.0972 1.7326 -3.5098
C -1.5874 1.0743 -2.3672
C -1.8642 -0.2233 -2.1406
S -1.7145 3.4503 -3.6243
O -1.8043 3.8641 -4.9917
O -0.4309 3.6172 -2.9641
O -2.8560 3.8056 -2.7698
H -2.4974 -2.5932 -1.9459
H -3.5239 -2.8165 -3.2959
H -3.8588 -0.8232 -4.8812
H -3.3612 1.5841 -5.2538
H -0.9616 1.6288 -1.7046
H -1.4607 -0.7276 -1.2706
*
```

Calculated values
**HOMO level (spin up / spin down)**: -11.406 / -11.401 eV
**Lowest unoccupied orbital energy (spin up / spin down)**: -3.4 / -5.3 eV
**Frontier orbital gap (spin up / spin down)**: 7.99 / 6.09 eV
**Total energy**: -39906.71391 eV

Löwdin population analysis, charges in e, atoms 1 to 2: 0.318 0.225

Record 2
ORCA calculation (wB97M-V/def2-TZVPD) on a 11-piece molecular cluster, C54H85F5O6 overall at a distorted geometry.

```
! RIJCOSX wB97M-V def2-TZVPD def2/J DEFGRID3
* xyz 0 1
F 4.8921 -3.2475 7.0524
C 4.8809 -3.3978 5.6835
C 3.7650 -3.9644 5.0773
C 3.8164 -3.9821 3.6468
C 4.9232 -3.5464 2.8608
C 6.0207 -3.0491 3.5711
C 5.9772 -2.9625 4.9537
H 2.8605 -4.2300 5.5996
H 2.9428 -4.3871 3.1392
H 4.9091 -3.5651 1.7684
H 6.8644 -2.5926 3.0488
H 6.7338 -2.4930 5.5380
F -2.7150 2.0534 -3.9748
C -2.1003 0.9053 -4.4384
C -1.5829 -0.0427 -3.5902
C -1.0951 -1.2552 -4.1179
C -0.9866 -1.3775 -5.4738
C -1.4491 -0.3459 -6.3061
C -2.0408 0.8408 -5.8360
H -1.7351 0.1886 -2.5251
H -0.9401 -2.1634 -3.5702
H -0.5528 -2.3000 -5.8388
H -1.4087 -0.4573 -7.3765
H -2.4051 1.5893 -6.5498
F -4.4652 1.1092 6.8497
C -5.2530 0.7744 5.7616
C -6.6181 0.9751 5.8369
C -7.4633 0.6762 4.7731
C -6.9066 0.1559 3.5736
C -5.5411 -0.1134 3.5810
C -4.6454 0.2148 4.6157
H -6.9752 1.5062 6.7132
H -8.5308 0.8641 4.8526
H -7.4819 -0.1589 2.7284
H -5.0784 -0.4541 2.7191
H -3.5710 -0.0068 4.6139
F -1.2281 0.7951 2.7982
C -0.2581 0.5930 1.8920
C 0.6793 -0.4127 2.1390
C 1.6277 -0.6566 1.1303
C 1.5866 0.0508 -0.0416
C 0.6796 1.0894 -0.2980
C -0.2691 1.3443 0.6747
H 0.5703 -1.0588 2.9949
H 2.2542 -1.5177 1.2730
H 2.2310 -0.1681 -0.8896
H 0.6148 1.6848 -1.2168
H -1.0243 2.1355 0.6039
F -2.6065 7.1049 -2.5792
C -1.7585 6.5097 -1.7039
C -2.0094 6.6961 -0.3425
C -1.1596 6.0803 0.5617
C -0.1487 5.1748 0.1305
C 0.0749 5.0330 -1.2363
C -0.7787 5.6683 -2.1890
H -2.7387 7.4771 -0.0977
H -1.2047 6.3476 1.6125
H 0.4356 4.5781 0.8154
H 0.6915 4.2869 -1.6537
H -0.6896 5.5101 -3.2448
C 0.3385 -3.7174 -2.0028
C 1.2496 -2.6012 -2.3184
O 1.8211 -2.7126 -3.6106
C 2.6374 -1.6095 -3.8667
C 3.5946 -1.8688 -5.0115
H 0.8181 -4.6666 -1.7724
H -0.3859 -3.5539 -1.2384
H -0.2462 -3.8540 -2.9694
H 0.7768 -1.6008 -2.1811
H 2.1036 -2.6723 -1.6768
H 2.1122 -0.6811 -4.1523
H 3.2207 -1.4031 -2.9947
H 4.1590 -2.7734 -4.7922
H 4.2877 -1.0374 -5.0443
H 3.1580 -1.9849 -5.9959
C 5.8878 -0.0567 0.8011
C 5.6631 -0.5105 -0.6185
O 6.5995 0.1535 -1.4091
C 6.3280 -0.0316 -2.7675
C 7.1630 0.8611 -3.6345
H 6.9506 -0.1965 1.0930
H 5.5365 0.9817 0.9642
H 5.2553 -0.7488 1.3784
H 5.7374 -1.6004 -0.7728
H 4.6616 -0.1769 -0.8581
H 6.6184 -1.1085 -3.0336
H 5.2468 0.2217 -2.8936
H 8.1942 0.6944 -3.3503
H 6.9280 1.8862 -3.4747
H 7.0116 0.6884 -4.7127
C -5.1204 2.9859 1.7952
C -4.0784 2.8966 0.7005
O -4.7499 3.4293 -0.4003
C -4.0060 3.5081 -1.6188
C -4.6491 4.5266 -2.4663
H -5.9163 2.2462 1.7616
H -4.6942 2.8352 2.7992
H -5.5529 4.0139 1.7872
H -3.2435 3.5845 0.9190
H -3.7601 1.8956 0.5493
H -2.9374 3.8344 -1.4503
H -4.0831 2.4690 -2.0322
H -5.7272 4.4826 -2.2821
H -4.4054 4.3813 -3.5107
H -4.2401 5.5181 -2.2538
C -0.1777 -4.5188 2.3097
C -1.2052 -4.0132 3.2860
O -0.6431 -2.9367 4.0486
C -1.5446 -2.5545 5.1048
C -1.0687 -1.2519 5.6542
H 0.8197 -4.7301 2.7317
H -0.5925 -5.3564 1.8164
H 0.0157 -3.7748 1.5289
H -2.0491 -3.7223 2.6202
H -1.5001 -4.8250 4.0126
H -2.5459 -2.5130 4.6197
H -1.5554 -3.3490 5.8982
H -0.9922 -0.5299 4.8691
H -0.0994 -1.3448 6.1664
H -1.9254 -0.9345 6.2903
C 1.5351 1.8246 -4.3245
C 2.8421 2.1158 -3.6573
O 2.7128 2.4907 -2.3224
C 3.9566 2.8385 -1.6176
C 3.5646 3.2376 -0.1533
H 0.8600 2.7079 -4.2102
H 1.6817 1.6913 -5.3945
H 1.0354 0.9152 -3.9979
H 3.5545 1.2728 -3.8093
H 3.4210 2.8932 -4.2314
H 4.6616 2.0119 -1.6140
H 4.3624 3.7282 -2.1370
H 2.7452 3.9553 -0.1470
H 4.4154 3.7406 0.3110
H 3.3437 2.3668 0.4787
C -2.8828 -1.0498 1.0141
C -2.1520 -1.9270 -0.0338
O -2.4582 -3.3155 0.1568
C -3.7909 -3.6725 0.1235
C -3.9667 -5.1646 0.0173
H -3.9419 -1.2601 1.0469
H -2.4268 -1.2373 1.9923
H -2.7773 0.0183 0.8160
H -2.4059 -1.7282 -1.0739
H -1.0585 -1.8091 0.1117
H -4.3655 -3.3032 0.9939
H -4.3180 -3.2614 -0.8015
H -3.3507 -5.6975 0.7924
H -3.6079 -5.5931 -0.9135
H -5.0042 -5.4680 0.1526
*
```

Calculated values
**HOMO level**: -9.247 eV
**Lowest unoccupied orbital energy**: 0.6 eV
**Frontier orbital gap**: 9.89 eV
**SMILES**: Fc1ccccc1.Fc1ccccc1.Fc1ccccc1.Fc1ccccc1.Fc1ccccc1.CCOCC.CCOCC.CCOCC.CCOCC.CCOCC.CCOCC
**Total energy**: -83244.53866 eV

Löwdin population analysis, charges in e, atoms 1 to 2: 0.031 -0.261

Record 3
ORCA calculation (wB97M-V/def2-TZVPD) on a 2-piece molecular cluster, C4H8O2 overall.

```
! RIJCOSX wB97M-V def2-TZVPD def2/J DEFGRID3
* xyz 0 1
C -1.9093 -0.2123 -0.3414
C -1.1617 0.4508 -1.4633
O -0.6393 1.5385 -1.3998
C 1.4701 0.9414 1.0271
C 1.7557 -0.3534 0.9860
O 1.4390 -1.0977 -0.1240
H -2.9275 -0.4584 -0.6670
H -1.9409 0.4309 0.5405
H -1.3995 -1.1515 -0.0985
H 1.4381 -2.0359 0.0897
H -1.1119 -0.1387 -2.4031
H 1.7768 1.5626 1.8602
H 0.9353 1.4010 0.2024
H 2.2751 -0.8771 1.7911
*
```

Calculated values
**HOMO level**: -9.048 eV
**Lowest unoccupied orbital energy**: 0.7 eV
**Frontier orbital gap**: 9.75 eV
**Energy relative to the best compared isomer or geometry (same formula, charge and spin)**: 1.979 eV
**SMILES**: C=CO.CC=O
**Total energy**: -8371.30276 eV

Löwdin population analysis, charges in e, atoms 1 to 2: -0.057 -0.322

Record 4
ORCA calculation (wB97M-V/def2-TZVPD) on one molecule with the formula C21H26N2O2S.

```
! RIJCOSX wB97M-V def2-TZVPD def2/J DEFGRID3
* xyz 0 1
C -2.3490 -3.3710 2.5111
H -1.6843 -3.8903 3.2127
O -1.8117 -2.1275 2.1344
C -0.5568 -2.2020 1.5064
C -0.6070 -2.5434 0.0127
H -1.4491 -3.1884 -0.2323
H 0.3157 -3.0439 -0.2803
S -0.6326 -1.0863 -1.0877
C -2.2546 -0.3803 -0.9668
C -3.3293 -0.9950 -0.3447
C -4.5639 -0.3703 -0.3184
C -4.7424 0.8634 -0.9183
C -3.6736 1.4758 -1.5513
C -2.4288 0.8681 -1.5731
C -1.2988 1.4886 -2.3430
O -1.1489 1.2629 -3.5293
N -0.5015 2.3339 -1.6528
C -0.5498 2.5720 -0.2323
H -1.4722 2.1674 0.1860
C 0.6628 1.9328 0.4506
N 1.8862 2.4267 -0.1555
C 1.9069 2.1212 -1.5756
C 0.7238 2.8138 -2.2506
H 0.6940 2.5797 -3.3154
H 0.7924 3.8962 -2.1056
H 2.8411 2.4959 -1.9993
H 1.8309 1.0381 -1.7690
C 3.0845 1.9974 0.5565
C 3.2357 0.4996 0.6756
C 3.7758 -0.2482 -0.3643
C 3.8384 -1.6281 -0.2836
C 3.3750 -2.2806 0.8457
C 2.8548 -1.5448 1.8963
C 2.7789 -0.1664 1.8068
H 2.3686 0.4016 2.6303
H 2.5088 -2.0442 2.7899
H 3.4299 -3.3577 0.9113
H 4.2550 -2.1951 -1.1032
H 4.1593 0.2531 -1.2411
H 3.9426 2.4215 0.0282
H 3.0400 2.4439 1.5547
H 0.6643 2.2033 1.5092
H 0.5786 0.8374 0.3638
H -0.5245 3.6555 -0.0677
H -3.7972 2.4334 -2.0353
H -5.7082 1.3448 -0.8989
H -5.3916 -0.8598 0.1730
H -3.2171 -1.9528 0.1325
H -0.0967 -1.2187 1.6374
H 0.0707 -2.9470 2.0178
H -2.5276 -4.0284 1.6518
H -3.2973 -3.1579 3.0004
*
```

Calculated values
**HOMO level**: -7.956 eV
**Lowest unoccupied orbital energy**: 0.6 eV
**Frontier orbital gap**: 8.60 eV
**Energy relative to the best compared isomer or geometry (same formula, charge and spin)**: 1.893 eV
**SMILES**: COCCSc1ccccc1C(=O)N1CCN(Cc2ccccc2)CC1
**Total energy**: -40109.27404 eV

Löwdin population analysis, charges in e, atoms 1 to 2: -0.111 0.090

Record 5
ORCA calculation (wB97M-V/def2-TZVPD) on H24O12 as an isolated structure at a distorted geometry.

```
! RIJCOSX wB97M-V def2-TZVPD def2/J DEFGRID3
* xyz 0 1
O 2.5858 -0.2721 -0.6279
H 2.6745 -0.7335 -1.4619
H 1.6746 -0.4136 -0.3711
O 0.5327 -1.8890 0.9996
H 0.4043 -2.8165 0.8008
H 1.3314 -1.8649 1.5266
O 0.3124 -0.3789 -0.3072
H -0.0034 0.4561 0.0381
H 0.3769 -0.9471 0.4604
O -1.2131 -2.1080 2.5015
H -1.7412 -2.7247 1.9944
H -0.6181 -1.7183 1.8609
O 0.0615 2.2166 -0.9039
H 0.7951 2.4743 -0.3456
H 0.4113 1.5127 -1.4500
O 2.5767 -1.0551 1.5637
H 2.8056 -0.5011 2.3100
H 2.3781 -0.4384 0.8590
O -2.2639 1.9792 -0.1696
H -1.6953 1.5248 0.4520
H -1.8693 1.8086 -1.0249
O -0.3659 1.2096 1.2587
H 0.1768 0.6412 1.8052
H -0.3092 2.0692 1.6760
O -2.1777 0.2345 1.5614
H -1.2615 0.4872 1.4474
H -2.5958 1.0099 1.9358
O -1.5284 0.9818 -2.0457
H -1.8353 0.0916 -1.8734
H -0.5868 0.9479 -1.8772
O -0.5136 -1.4796 -1.8678
H -0.3967 -1.0114 -1.0411
H -1.4569 -1.4517 -2.0280
O 1.0899 0.9865 -2.2677
H 1.3555 1.1199 -3.1775
H 0.8892 0.0523 -2.2108
*
```

Calculated values
**HOMO level**: -8.308 eV
**Lowest unoccupied orbital energy**: -0.5 eV
**Frontier orbital gap**: 7.82 eV
**Energy relative to the best compared isomer or geometry (same formula, charge and spin)**: 15.108 eV
**Total energy**: -24946.58681 eV

Löwdin population analysis, charges in e, atoms 1 to 2: -0.031 0.085

Record 6
ORCA calculation (wB97M-V/def2-TZVPD) on C42H53AsF3N3O6PReS2 as an isolated structure at a distorted geometry.

```
! RIJCOSX wB97M-V def2-TZVPD def2/J DEFGRID3
* xyz 1 4
Re -3.1393 -0.5027 0.3398
S -1.3822 0.9445 0.5720
C -2.6780 1.7176 1.5287
C -2.6818 2.9786 2.1760
C -3.8342 3.3912 2.8112
C -5.0085 2.6155 2.6666
C -5.0086 1.4635 1.9372
N -3.9066 1.1122 1.2376
H -1.7795 3.5517 2.2527
H -3.8044 4.2591 3.4313
H -5.9570 2.8994 3.0928
H -5.9599 0.9754 1.7201
F -7.4887 -4.4105 0.2911
C -7.0176 -3.1285 0.2699
F -7.4439 -2.5323 1.3789
F -7.5629 -2.5134 -0.8371
S -5.1944 -2.9550 0.2213
O -4.5826 -3.8141 1.1892
O -4.7522 -3.1298 -1.1671
O -4.9740 -1.5243 0.5809
C -5.2757 -2.0588 3.6958
N -3.9471 -1.6713 4.2067
C -3.6761 -2.1415 5.5907
C -2.8464 -1.3335 3.4100
O -2.7540 -1.5769 2.1506
N -1.7952 -0.6848 4.0344
C -2.1322 0.4702 4.8617
C -0.4144 -0.8649 3.5687
H -5.4542 -1.6506 2.7040
H -6.0536 -1.6162 4.3711
H -5.5636 -3.1320 3.7574
H -3.9647 -3.2223 5.7688
H -4.2688 -1.6662 6.3737
H -2.6606 -2.0827 5.9058
H -3.1480 0.3615 5.1429
H -1.9163 1.5062 4.4061
H -1.6264 0.4231 5.8017
H -0.3061 -0.4185 2.5634
H -0.1781 -1.8809 3.5151
H 0.3051 -0.3040 4.2092
C -5.9217 0.0191 -2.5190
C -4.3628 0.2002 -2.6858
C -3.9709 1.6606 -2.9260
C -3.7995 -0.7051 -3.7302
O -3.6013 -0.1450 -1.3894
H -6.4379 0.9450 -2.7468
H -6.1675 -0.2419 -1.4228
H -6.2216 -0.8220 -3.1610
H -4.4627 2.0545 -3.8116
H -2.8952 1.8824 -3.0220
H -4.3649 2.2492 -2.1034
H -4.2808 -0.4774 -4.6457
H -4.0412 -1.7699 -3.4471
H -2.7149 -0.4986 -3.8745
C 3.5052 0.9177 -1.2799
C 5.0624 0.6859 -1.5860
As 6.2605 -0.0379 -0.1318
C 5.3477 0.6997 1.4163
C 5.2548 2.0934 1.3964
C 4.5953 2.8134 2.3706
C 3.9424 2.1275 3.4423
C 4.1471 0.7636 3.4888
C 4.7289 0.0278 2.4871
C 5.7153 -1.9554 0.0674
C 6.6935 -2.9615 -0.1224
C 6.3408 -4.2874 0.0525
C 4.9811 -4.6819 0.2606
C 4.0545 -3.6846 0.4809
C 4.3923 -2.3367 0.2948
P 2.5733 1.8066 -2.5980
C 3.0826 0.7710 -4.0270
C 4.3854 0.9585 -4.6490
C 4.7628 0.1182 -5.6955
C 3.8749 -0.9080 -6.1714
C 2.6636 -1.1014 -5.5482
C 2.3470 -0.3803 -4.4111
C 3.4302 3.3715 -2.6817
C 3.5545 4.0625 -3.8938
C 3.9292 5.3866 -3.9532
C 4.2722 6.0792 -2.8246
C 4.1092 5.4174 -1.5792
C 3.7599 4.0838 -1.5058
H 3.4227 1.5412 -0.3688
H 2.9508 0.0245 -1.0417
H 5.4392 1.6829 -1.8802
H 5.0740 0.0432 -2.4926
H 5.8144 2.6067 0.6122
H 4.5894 3.9254 2.2811
H 3.3288 2.6097 4.1839
H 3.9025 0.2910 4.3808
H 4.8599 -1.0564 2.5007
H 7.6868 -2.6690 -0.3388
H 7.1678 -4.9787 0.0342
H 4.7388 -5.7473 0.4658
H 3.0618 -4.0479 0.8113
H 3.6429 -1.5768 0.3704
H 5.0630 1.7981 -4.2993
H 5.7592 0.3129 -6.0561
H 4.2472 -1.6174 -6.8909
H 2.0112 -1.9144 -5.9625
H 1.3923 -0.6590 -3.8930
H 3.2045 3.4642 -4.7889
H 3.9814 5.9441 -4.8964
H 4.7301 7.0963 -2.7448
H 4.3454 5.8491 -0.6121
H 3.7855 3.6232 -0.5478
C -1.4800 -3.1948 -0.1984
O -2.3756 -2.2389 -0.7747
H -1.5357 -4.1935 -0.7287
H -1.7953 -3.4602 0.7965
H -0.4646 -2.8473 -0.1812
H -3.2396 -2.6650 -1.0849
*
```

Calculated values
**HOMO level (spin up / spin down)**: -9.359 / -9.359 eV
**Lowest unoccupied orbital energy (spin up / spin down)**: -3.2 / -3.8 eV
**Frontier orbital gap (spin up / spin down)**: 6.13 / 5.54 eV
**Energy relative to the best compared isomer or geometry (same formula, charge and spin)**: 3.065 eV
**Total energy**: -163241.15003 eV

Löwdin population analysis, charges in e, atoms 1 to 2: 1.463 0.685

Record 7
ORCA calculation (wB97M-V/def2-TZVPD) on a 3-piece molecular cluster, C23H42BClO10 overall.

```
! RIJCOSX wB97M-V def2-TZVPD def2/J DEFGRID3
* xyz 0 1
C 3.4642 -1.7872 6.8546
C 2.0778 -1.1809 7.0514
O 1.3206 -1.9501 7.9846
C 0.1018 -2.4491 7.4794
C 0.2897 -3.3922 6.3231
C -0.4314 -3.3814 5.1974
Cl -1.7021 -2.2824 4.8394
C -0.1358 -4.3797 4.1164
O -0.9867 -4.7978 3.3675
C 1.2962 -4.7994 4.0231
B 1.8262 -5.1436 2.5704
O 1.4129 -6.2968 1.9710
C 2.8306 -4.1314 1.9010
C 2.8463 -4.1709 0.3658
C 2.0143 -4.8201 5.1530
C 1.3617 -4.4366 6.4339
O 1.6450 -4.9365 7.4974
H 3.7127 -2.3275 7.7705
H 4.2185 -1.0160 6.7074
H 3.4918 -2.5089 6.0369
H 1.5409 -1.0772 6.1040
H 2.1887 -0.1771 7.4713
H -0.5609 -1.6255 7.2002
H -0.3744 -2.9946 8.2981
H 1.1927 -6.1790 1.0387
H 2.5259 -3.1305 2.2285
H 3.8225 -4.3166 2.3270
H 3.4019 -3.3178 -0.0267
H 1.8328 -4.1041 -0.0348
H 3.3315 -5.0778 0.0042
H 3.0577 -5.1168 5.1759
C -2.2731 -3.1058 0.9801
O -2.0618 -2.1415 -0.0306
C -2.9006 -2.2848 -1.1612
C -3.3492 -0.9445 -1.6976
O -4.2835 -0.2584 -0.8843
C -3.8442 0.3228 0.3305
C -2.9810 1.5540 0.1730
O -1.6859 1.2320 -0.3028
C -1.1595 2.1559 -1.2255
H -1.8168 -4.0660 0.7157
H -1.8067 -2.7352 1.8900
H -3.3400 -3.2550 1.1759
H -3.7812 -2.8881 -0.9143
H -2.3420 -2.8002 -1.9549
H -3.8861 -1.1405 -2.6293
H -2.4898 -0.3166 -1.9435
H -3.3610 -0.4113 0.9786
H -4.7625 0.6444 0.8279
H -2.8869 2.0343 1.1561
H -3.4792 2.2543 -0.5069
H -1.9082 2.4489 -1.9700
H -0.3327 1.6697 -1.7433
H -0.7792 3.0534 -0.7232
C -0.3371 7.7826 -7.0808
O -0.1303 6.3886 -7.0842
C 1.1740 5.9936 -7.4694
C 1.6688 4.8178 -6.6584
O 1.9824 5.1111 -5.3087
C 0.9285 5.3499 -4.3938
C 0.1300 4.1262 -4.0054
O -0.7012 3.6810 -5.0624
C -0.7885 2.2798 -5.1879
H -0.4670 8.1714 -8.0971
H -1.2464 7.9768 -6.5137
H 0.4938 8.3093 -6.5990
H 1.8768 6.8273 -7.3620
H 1.1544 5.6940 -8.5259
H 2.6191 4.5088 -7.1010
H 0.9825 3.9724 -6.7392
H 0.2699 6.1508 -4.7362
H 1.4256 5.7017 -3.4864
H -0.5058 4.3871 -3.1485
H 0.8215 3.3336 -3.6964
H 0.1947 1.8063 -5.0914
H -1.1810 2.0637 -6.1807
H -1.4672 1.8500 -4.4423
*
```

Calculated values
**HOMO level**: -9.148 eV
**Lowest unoccupied orbital energy**: -1.2 eV
**Frontier orbital gap**: 7.94 eV
**SMILES**: CCOCC1=C(Cl)C(=O)C(B(O)CC)=CC1=O.COCCOCCOC.COCCOCCOC
**Total energy**: -58202.00984 eV

Löwdin population analysis, charges in e, atoms 1 to 2: -0.055 -0.247